# 1
The following is a quantum chemistry calculation of a structure of composition C14H25BF4N6RuS, from OMol25.

Results
**Energy**: -1794.00053 Ha
**ΔE to the lowest compared entry with this formula, charge and spin**: 17.52 kJ/mol
**Frontier orbital gap (alpha / beta)**: 8.14 / 5.89 eV
**Highest occupied orbital energy (alpha / beta)**: -14.6307 / -14.8283 eV
**2S+1**: 5
**Net charge**: +2

Last column: Mulliken spin population.
Positions of all 52 atoms, in Å:
C  -0.60  -4.02  1.62  -0.02
N  1.83  -1.15  3.78  0.00
C  1.09  3.47  2.14  -0.01
H  0.45  4.30  1.84  0.00
Ru  0.60  0.01  -0.21  2.60
N  1.54  1.76  -1.21  0.06
B  -2.63  1.58  1.05  0.00
H  0.20  -2.64  -3.23  0.00
H  2.13  1.16  -3.09  0.00
H  -2.80  -2.60  2.23  0.05
H  -2.50  -1.25  1.09  -0.01
C  1.39  4.11  -0.79  0.02
H  2.19  -2.09  3.81  0.00
H  0.70  3.03  3.05  0.00
H  -1.39  -1.54  2.47  0.03
N  1.15  1.17  1.31  -0.09
C  1.31  2.80  -0.37  0.03
H  -2.52  -3.55  -0.53  0.04
F  -1.27  0.63  0.08  0.09
H  -0.82  -3.87  -0.87  0.01
H  0.97  -2.83  -1.64  -0.01
C  0.64  -2.11  -2.38  -0.02
F  -2.21  1.23  2.27  0.00
C  -1.51  -3.11  -0.50  0.02
F  -3.65  0.89  0.51  0.00
H  -1.30  -4.87  1.62  0.05
C  1.13  2.44  1.07  0.09
C  1.92  2.01  -2.46  0.02
S  1.73  -1.52  1.14  0.18
H  0.30  -4.32  1.09  0.01
H  2.09  3.85  2.33  0.01
C  2.06  3.31  -2.94  0.01
H  1.84  5.38  -2.46  0.00
C  -1.60  -1.89  -1.41  0.02
H  0.11  0.29  -3.26  0.00
C  1.59  -0.53  2.62  0.01
H  1.18  4.92  -0.11  0.00
H  -2.30  -1.15  -1.02  0.00
H  -1.30  -0.71  -3.64  0.00
H  -2.02  -2.29  -2.34  0.00
F  -2.34  2.78  0.57  0.00
N  1.29  0.73  2.61  0.01
H  1.85  -0.60  4.63  0.00
C  1.77  4.36  -2.11  0.00
C  -0.77  -0.19  -2.84  0.02
H  -1.42  0.55  -2.38  0.00
H  2.40  3.47  -3.96  0.00
N  -1.25  -2.93  0.93  0.77
H  1.50  -1.54  -2.73  0.03
H  -0.38  -3.73  2.65  0.01
N  -0.35  -1.17  -1.79  -0.04
C  -2.03  -2.01  1.71  0.00



# 2
The following is a quantum chemistry calculation of a structure of composition C14H25CdO8S3 at a distorted geometry, from OMol25.

Results
**Energy**: -2512.62766 Ha
**ΔE to the lowest compared entry with this formula, charge and spin**: 0.00 kJ/mol
**Frontier orbital gap**: 5.65 eV
**Highest occupied orbital energy**: -3.8089 eV
**Net charge**: -1

Last column: Löwdin charge in e.
Positions of all 51 atoms, in Å:
H  0.25  3.32  3.30  0.10
C  -1.30  -3.97  -2.65  -0.26
H  1.42  -4.12  -2.84  0.05
H  -2.42  -4.05  2.69  0.05
H  -1.62  -3.09  -3.21  0.07
H  -3.20  -3.33  1.24  0.05
O  0.64  0.66  -1.85  -0.63
H  0.27  -2.47  2.26  0.05
Cd  -0.72  0.20  -0.17  1.36
H  0.48  3.19  -1.14  0.04
C  -2.57  2.42  -1.45  -0.54
S  -0.20  -3.35  -1.36  0.82
H  3.27  2.33  -3.37  0.05
C  2.76  1.38  -3.20  -0.27
H  -4.50  2.47  -0.45  0.06
O  3.88  0.84  4.32  0.03
O  -0.75  -2.02  -1.04  -0.59
H  -2.99  2.65  -2.46  0.09
C  -2.30  -3.36  1.85  -0.28
C  0.62  1.71  1.94  -0.37
C  2.10  2.34  3.79  -0.39
H  2.86  0.80  -4.13  0.04
H  -2.17  -4.41  -2.17  0.05
H  3.14  -0.70  2.33  0.10
O  -2.35  1.10  -1.28  -0.41
C  1.22  -3.12  -2.42  -0.25
H  2.08  -2.78  -1.86  0.06
H  3.22  0.83  -2.38  0.07
S  1.02  1.66  -2.88  0.86
H  1.05  4.04  -2.63  0.05
C  2.60  0.23  2.46  -0.02
C  -3.55  2.99  -0.42  -0.12
C  2.95  1.07  3.58  -0.39
C  -0.31  -2.10  3.10  -0.24
O  -0.42  1.84  1.19  -0.17
O  2.43  3.11  4.68  0.02
O  1.08  -0.39  0.81  -0.20
O  -1.86  -0.79  1.45  -0.61
H  -3.75  4.06  -0.62  0.06
S  -1.99  -1.75  2.57  0.87
C  0.90  2.51  3.01  -0.01
H  0.15  -1.18  3.46  0.06
H  0.99  -2.45  -3.25  0.06
H  -0.36  -2.86  3.88  0.06
H  -1.45  -3.74  1.28  0.02
H  2.21  3.25  -1.54  0.06
H  -3.07  2.97  0.56  0.06
H  -0.82  -4.64  -3.36  0.05
H  -1.64  3.04  -1.38  0.07
C  1.20  3.20  -1.95  -0.24
C  1.49  0.44  1.69  -0.40



# 3
The following is a quantum chemistry calculation of a structure of composition C14H25Cl2N3O3V at a distorted geometry, from OMol25.

Results
**Energy**: -2802.90552 Ha
**ΔE to the lowest compared entry with this formula, charge and spin**: 33.61 kJ/mol
**Frontier orbital gap (alpha / beta)**: 6.73 / 6.11 eV
**Highest occupied orbital energy (alpha / beta)**: -6.3934 / -5.7745 eV
**2S+1**: 2
**Net charge**: 0

Last column: Mulliken spin population.
Positions of all 48 atoms, in Å:
H  -1.35  2.09  2.13  0.00
C  -1.23  0.06  1.37  0.04
O  2.10  0.08  -0.97  0.00
H  -0.29  -1.88  -2.69  0.00
H  -0.85  4.61  -2.82  0.00
C  -1.67  -0.84  0.37  -0.05
C  0.45  -0.01  3.32  0.02
H  0.03  -0.28  -2.87  0.00
Cl  1.25  2.37  0.67  0.01
H  1.93  -1.43  -3.82  0.00
H  -2.48  0.95  2.85  0.00
N  0.33  -1.13  -2.40  0.01
C  -0.77  -1.94  0.35  -0.04
H  -0.26  -0.28  4.11  0.00
H  0.02  -3.61  -0.75  0.00
H  2.01  -2.38  -2.31  0.00
C  -2.92  -0.65  -0.44  0.00
H  -1.39  -3.98  0.25  0.00
H  0.05  3.39  -3.65  0.00
H  -2.79  0.14  -1.18  -0.01
H  1.41  -0.44  3.56  0.00
H  0.71  -3.56  2.37  0.00
C  1.72  -1.42  -2.75  0.00
H  1.72  -3.22  0.97  0.00
H  1.96  -2.32  2.48  0.00
C  -0.79  2.73  -1.93  -0.01
H  -3.20  -1.57  -0.97  0.00
H  -1.63  2.46  -0.13  0.01
N  -0.54  3.65  -2.89  0.00
C  2.90  2.18  1.37  0.00
H  -3.76  -0.38  0.21  0.00
O  3.61  0.07  -2.61  0.02
H  -1.61  -3.10  -1.25  0.00
C  0.21  -1.74  1.37  0.02
H  2.92  2.75  2.29  0.00
N  -1.57  3.12  -0.89  0.00
C  -0.94  -3.23  -0.40  0.01
H  3.60  2.56  0.63  0.00
H  -1.69  4.09  -0.65  0.00
H  0.54  1.08  3.33  0.00
C  1.21  -2.76  1.82  0.01
H  -2.80  1.54  1.24  0.00
C  -2.00  1.23  1.91  0.00
C  2.58  -0.32  -2.08  0.01
V  0.38  -0.23  -0.24  1.00
Cl  3.36  0.53  1.76  0.00
C  -0.08  -0.50  2.01  -0.06
O  -0.40  1.57  -2.04  0.01



# 4
The following is a quantum chemistry calculation of a structure of composition C14H25Cl3N3O2SSbV at a distorted geometry, from OMol25.

Results
**Energy**: -3825.67037 Ha
**ΔE to the lowest compared entry with this formula, charge and spin**: 24.70 kJ/mol
**Frontier orbital gap (alpha / beta)**: 6.30 / 6.84 eV
**Highest occupied orbital energy (alpha / beta)**: -14.7776 / -14.7624 eV
**2S+1**: 2
**Net charge**: +2

Last column: Mulliken spin population.
Positions of all 50 atoms, in Å:
C  2.82  2.50  1.50  0.00
H  -0.14  2.30  2.87  0.00
Cl  -4.16  -1.03  0.32  0.00
Cl  0.32  -1.70  -2.49  0.00
H  3.50  3.36  1.54  0.00
C  2.16  2.43  0.13  -0.01
H  -1.04  3.13  0.61  0.00
N  2.61  -1.36  0.67  -0.02
S  0.53  -4.75  0.37  0.02
Cl  -4.49  -1.69  -5.01  0.00
C  1.57  -2.05  2.79  -0.01
H  0.63  3.76  -2.09  0.00
C  -0.02  1.67  -2.15  0.00
H  -0.40  -2.50  2.35  0.00
H  1.52  -1.86  3.86  0.00
H  2.10  2.62  2.31  0.00
H  3.11  -0.60  0.23  0.00
H  -0.91  1.10  -2.41  0.00
H  -5.24  -1.30  -2.32  0.00
H  1.78  -3.10  2.64  0.00
C  2.63  -1.17  2.15  0.02
H  3.11  -2.21  0.43  0.00
H  2.88  2.17  -0.65  0.00
H  -2.02  1.67  0.50  0.00
C  -2.04  -1.43  -1.28  0.00
H  3.43  1.62  1.71  0.00
H  -1.09  3.54  -1.77  0.00
N  0.99  -3.38  -0.04  -0.07
H  3.61  -1.38  2.57  0.00
C  -1.10  2.08  0.91  0.00
H  -1.67  -1.85  -4.64  0.00
H  -1.88  2.48  2.89  0.00
H  0.79  1.30  -2.78  0.00
H  -1.19  0.88  2.73  0.00
Sb  0.48  1.15  -0.15  -0.08
C  -0.25  3.17  -2.35  0.00
H  -0.47  3.37  -3.40  0.00
O  -1.23  -1.38  -0.16  -0.06
V  0.46  -1.66  0.06  1.24
C  -1.44  -1.62  -2.51  0.00
O  -0.18  -4.85  1.62  0.02
C  -2.15  -1.70  -3.69  0.00
H  -0.14  -0.90  2.53  0.01
C  -3.54  -1.59  -3.59  -0.01
N  0.26  -1.75  2.14  -0.03
H  2.40  -0.12  2.34  0.00
H  1.75  3.41  -0.15  0.00
C  -3.42  -1.30  -1.20  -0.01
C  -1.06  1.92  2.43  0.00
C  -4.17  -1.39  -2.37  0.00



# 5
The following is a quantum chemistry calculation of a cluster of 7 separate species, C14H25Cl8N3 in total at a distorted geometry, from OMol25.

Results
**Energy**: -4394.19582 Ha
**ΔE to the lowest compared entry with this formula, charge and spin**: 93.89 kJ/mol
**Frontier orbital gap**: 10.43 eV
**Highest occupied orbital energy**: -10.4866 eV
**SMILES**: ClCCCl.ClCCCl.ClCCCl.ClCCCl.CC#N.CC#N.CC#N
**Net charge**: 0

Last column: Löwdin charge in e.
Positions of all 50 atoms, in Å:
H  1.07  -6.12  17.69  0.08
H  -5.03  -4.16  18.70  0.00
Cl  -2.82  -4.60  19.65  0.52
H  -2.48  -7.69  17.79  0.08
Cl  -4.97  -6.50  21.40  0.54
C  -5.48  -3.48  13.66  -0.61
C  -2.10  -8.00  13.02  -0.67
Cl  -6.69  -3.63  16.19  0.46
H  -5.70  -5.42  14.89  0.06
N  -2.27  -5.56  15.42  0.15
C  -4.64  -2.42  19.74  -0.63
H  -3.83  -1.78  20.09  0.07
C  -4.12  -3.57  18.84  -0.61
H  -3.68  -9.25  12.17  0.06
Cl  -5.86  -1.50  18.79  0.54
Cl  -2.21  -8.57  10.38  0.54
Cl  -6.73  -6.42  18.63  0.55
H  -1.48  -7.15  12.69  0.06
C  -3.28  -7.27  17.17  -0.05
H  -6.50  -3.42  13.26  0.05
H  -6.26  -11.12  13.53  0.09
C  -6.60  -5.79  21.29  -0.65
H  -8.46  -6.01  20.20  0.08
H  -0.61  -5.91  18.28  0.03
N  -3.88  -10.40  15.35  0.15
C  -4.93  -10.64  15.02  -0.29
C  0.28  -5.40  17.92  -0.08
Cl  -0.97  -9.36  13.16  0.53
C  -5.48  -4.35  15.00  -0.56
H  0.25  -4.67  17.11  0.08
C  -3.09  -8.37  11.89  -0.69
C  0.86  -4.77  19.14  -0.31
H  -6.40  -12.08  14.98  0.09
H  -3.65  -8.21  16.76  0.04
H  -3.65  -3.16  17.95  0.07
Cl  -5.10  -1.72  13.92  0.50
H  -3.81  -7.57  11.72  0.06
H  -5.13  -2.80  20.63  0.05
H  -7.12  -5.97  22.23  0.08
H  -7.50  -7.51  20.55  0.07
C  -6.27  -11.06  14.62  -0.05
H  -6.47  -4.71  21.20  0.06
C  -2.71  -6.27  16.20  -0.27
H  -6.91  -10.32  15.10  0.09
H  -4.90  -3.95  12.87  0.07
C  -7.46  -6.46  20.25  -0.63
H  -2.68  -7.84  13.93  0.04
H  -4.53  -4.31  15.52  0.01
N  1.25  -4.22  20.06  0.12
H  -4.09  -6.75  17.68  0.02